P:
ORCA calculation (ωB97M-V/def2-TZVPD) on a cluster of 2 separate species, C2H6O in total.

Results
Frontier orbital gap, eV: 10.78
E_LUMO, eV: 0.97
Structure (SMILES): C=C.O

The geometry in ORCA input format:
```
! wB97M-V def2-TZVPD RIJCOSX def2/J DEFGRID3
* xyz 0 1
C -0.426 -0.786 -1.355
C 0.019 -0.663 -0.083
H -1.436 -1.176 -1.526
H 0.139 -0.435 -2.227
H -0.554 -1.073 0.756
H 1.014 -0.257 0.130
O 0.029 1.469 1.546
H 0.531 2.173 1.076
H 0.684 0.748 1.683
*
```

How is the electron density shared among the atoms? According to Mulliken, the charges in e are:
1 C -0.55
2 C -0.24
3 H 0.22
4 H 0.23
5 H 0.19
6 H 0.13
7 O -0.66
8 H 0.34
9 H 0.34



Q:
ORCA calculation (ωB97M-V/def2-TZVPD) on a structure of composition C2H6O.

Results
Frontier orbital gap, eV: 8.67
E_LUMO, eV: 0.67

The geometry in ORCA input format:
```
! wB97M-V def2-TZVPD RIJCOSX def2/J DEFGRID3
* xyz 0 1
C -1.155 0.249 0.189
O 0.008 0.860 0.084
C 1.071 0.277 -0.430
H -0.125 -1.153 0.965
H -1.907 0.841 0.703
H -1.461 -0.427 -0.609
H 0.934 -0.401 -1.272
H 0.665 -1.128 0.735
H 1.971 0.882 -0.364
*
```

How is the electron density shared among the atoms? According to Mulliken, the charges in e are:
1 C -0.47
2 O -0.19
3 C -0.47
4 H 0.05
5 H 0.22
6 H 0.29
7 H 0.30
8 H 0.03
9 H 0.23



Most stable = P



P:
ORCA calculation (ωB97M-V/def2-TZVPD) on the molecule C2H6O.

Results
Frontier orbital gap, eV: 11.08
E_LUMO, eV: 0.85
Structure (SMILES): CCO

The geometry in ORCA input format:
```
! wB97M-V def2-TZVPD RIJCOSX def2/J DEFGRID3
* xyz 0 1
C 0.610 0.607 -0.527
C -0.321 -0.457 -0.026
O -1.270 -0.071 0.916
H 1.119 0.230 -1.441
H 1.445 0.786 0.206
H 0.153 1.539 -0.706
H -1.005 -0.930 -0.678
H 0.216 -1.304 0.315
H -0.948 -0.400 1.942
*
```

How is the electron density shared among the atoms? According to Mulliken, the charges in e are:
1 C -0.87
2 C -0.37
3 O -0.56
4 H 0.28
5 H 0.23
6 H 0.31
7 H 0.32
8 H 0.33
9 H 0.32



Q:
ORCA calculation (ωB97M-V/def2-TZVPD) on a cluster of 2 separate species, C2H6O in total.

Results
Frontier orbital gap, eV: 10.71
E_LUMO, eV: 0.91
Structure (SMILES): C=C.O

The geometry in ORCA input format:
```
! wB97M-V def2-TZVPD RIJCOSX def2/J DEFGRID3
* xyz 0 1
C 0.000 0.000 0.000
C -0.221 0.171 -1.374
H -0.778 0.434 0.639
H 0.875 -0.441 0.491
H -1.074 0.780 -1.694
H 0.503 -0.132 -2.139
O 1.312 -0.601 -4.217
H 0.489 -0.908 -4.659
H 1.510 -1.298 -3.550
*
```

How is the electron density shared among the atoms? According to Mulliken, the charges in e are:
1 C -0.45
2 C -0.41
3 H 0.20
4 H 0.25
5 H 0.20
6 H 0.21
7 O -0.68
8 H 0.33
9 H 0.35



Most stable = P



P:
ORCA calculation (ωB97M-V/def2-TZVPD) on a cluster of 2 separate species, C2H6O in total.

Results
Frontier orbital gap, eV: 11.08
E_LUMO, eV: 0.79
Structure (SMILES): C=O.C

The geometry in ORCA input format:
```
! wB97M-V def2-TZVPD RIJCOSX def2/J DEFGRID3
* xyz 0 1
C 2.159 0.335 -0.021
O 2.564 -0.803 0.006
H 1.722 0.767 -0.929
H 2.225 0.985 0.870
C -1.733 -0.264 0.007
H -2.419 -1.129 0.042
H -1.300 -0.127 1.015
H -2.275 0.658 -0.270
H -0.943 -0.423 -0.720
*
```

How is the electron density shared among the atoms? According to Mulliken, the charges in e are:
1 C -0.10
2 O -0.38
3 H 0.25
4 H 0.23
5 C -0.88
6 H 0.24
7 H 0.21
8 H 0.24
9 H 0.19



Q:
ORCA calculation (ωB97M-V/def2-TZVPD) on the molecule C2H6O.

Results
Frontier orbital gap, eV: 10.90
E_LUMO, eV: 1.14
Structure (SMILES): COC

The geometry in ORCA input format:
```
! wB97M-V def2-TZVPD RIJCOSX def2/J DEFGRID3
* xyz 0 1
C -1.171 -0.028 0.150
O -0.087 0.743 -0.305
C 1.160 0.115 -0.179
H -0.916 -1.093 0.243
H -1.524 0.328 1.126
H -1.988 0.064 -0.572
H 1.223 -0.783 -0.813
H 1.386 -0.176 0.859
H 1.917 0.831 -0.510
*
```

How is the electron density shared among the atoms? According to Mulliken, the charges in e are:
1 C -0.61
2 O -0.33
3 C -0.64
4 H 0.31
5 H 0.23
6 H 0.22
7 H 0.29
8 H 0.30
9 H 0.23



Most stable = Q



P:
ORCA calculation (ωB97M-V/def2-TZVPD) on the molecule C8H14N2O.

Results
Frontier orbital gap (alpha / beta), eV: 8.09 / 8.09
E_LUMO (alpha / beta), eV: 0.75 / 0.75

The geometry in ORCA input format:
```
! wB97M-V def2-TZVPD RIJCOSX def2/J DEFGRID3
* xyz 0 1
C -0.878 1.400 -0.634
C -0.712 -0.202 1.306
C 1.615 0.293 -1.086
C -1.610 0.382 0.224
C 0.730 1.226 -0.304
C 0.682 0.467 1.118
C 1.863 -0.472 1.027
C -2.201 -0.742 -0.655
N 2.428 -0.579 -0.158
N 3.416 -1.325 -0.407
O -3.259 -1.419 -0.093
H -0.982 1.156 -1.641
H -1.305 2.408 -0.339
H -1.030 0.046 2.273
H -0.646 -1.289 1.330
H 1.085 -0.377 -1.715
H 2.384 0.736 -1.745
H -2.433 0.906 0.659
H 1.175 2.148 -0.100
H 0.822 1.243 1.880
H 1.887 -1.255 1.775
H -2.563 -0.381 -1.571
H 3.976 -1.177 -1.215
H -1.307 -1.460 -0.840
H -3.137 -1.734 0.908
*
```

How is the electron density shared among the atoms? According to Mulliken, the charges in e are:
1 C -1.13
2 C -1.38
3 C -0.91
4 C 0.56
5 C -0.15
6 C 0.33
7 C -0.73
8 C -0.75
9 N 0.99
10 N -1.46
11 O -0.59
12 H 0.40
13 H 0.33
14 H 0.29
15 H 0.55
16 H 0.34
17 H 0.35
18 H 0.39
19 H 0.49
20 H 0.47
21 H 0.44
22 H 0.38
23 H 0.20
24 H 0.24
25 H 0.34



Q:
ORCA calculation (ωB97M-V/def2-TZVPD) on a cluster of 2 separate species, C8H14N2O in total.

Results
Frontier orbital gap, eV: 7.98
E_LUMO, eV: -0.67
Structure (SMILES): C[C@H]1C[C@@H](N)C1.CC(=O)C#N

The geometry in ORCA input format:
```
! wB97M-V def2-TZVPD RIJCOSX def2/J DEFGRID3
* xyz 0 1
C -0.493 1.801 2.384
C -0.130 2.394 1.034
C 1.056 1.788 0.248
C 0.256 2.008 -1.048
N 0.434 1.036 -2.102
C -1.029 2.084 -0.182
H 0.294 1.984 3.118
H -0.626 0.710 2.311
H -1.409 2.219 2.767
H 0.004 3.485 1.137
H 2.048 2.253 0.339
H 1.152 0.708 0.456
H 0.487 3.001 -1.468
H -0.168 1.250 -2.896
H 0.144 0.110 -1.763
H -1.487 1.085 -0.086
H -1.815 2.810 -0.460
C -0.060 -4.221 0.401
C 0.425 -4.117 -1.019
O 0.882 -5.044 -1.652
C 0.325 -2.780 -1.651
N 0.242 -1.735 -2.138
H -0.858 -4.980 0.450
H 0.765 -4.579 1.035
H -0.437 -3.268 0.785
*
```

How is the electron density shared among the atoms? According to Mulliken, the charges in e are:
1 C -1.45
2 C 0.39
3 C -0.74
4 C 0.08
5 N -0.59
6 C -0.68
7 H 0.35
8 H 0.29
9 H 0.37
10 H 0.26
11 H 0.29
12 H 0.22
13 H 0.38
14 H 0.27
15 H 0.18
16 H 0.23
17 H 0.30
18 C -0.89
19 C 0.48
20 O -0.46
21 C 0.26
22 N -0.40
23 H 0.28
24 H 0.29
25 H 0.28



Most stable = Q



P:
ORCA calculation (ωB97M-V/def2-TZVPD) on the molecule C25H32N4O2.

Results
Frontier orbital gap, eV: 8.50
E_LUMO, eV: 0.63
Structure (SMILES): Cc1cccc(OCC(=O)Nc2ccc3c(c2)nc(CCN2CCC(C)CC2)n3C)c1

The geometry in ORCA input format:
```
! wB97M-V def2-TZVPD RIJCOSX def2/J DEFGRID3
* xyz 0 1
C -3.295 -3.423 -1.255
C -4.161 -2.614 -0.339
C -4.746 -3.178 0.784
C -5.550 -2.413 1.613
C -5.777 -1.082 1.331
C -5.197 -0.506 0.203
O -5.462 0.829 0.014
C -5.008 1.436 -1.173
C -3.480 1.590 -1.264
O -2.922 1.681 -2.335
N -2.901 1.628 -0.044
C -1.542 1.698 0.296
C -1.233 1.602 1.662
C 0.068 1.653 2.117
C 1.066 1.802 1.169
C 0.763 1.899 -0.210
C -0.550 1.849 -0.659
N 1.926 2.034 -0.918
C 2.889 2.016 -0.040
C 4.325 2.116 -0.400
C 4.727 1.049 -1.452
N 4.772 -0.319 -1.013
C 3.495 -0.925 -0.705
C 3.647 -2.444 -0.689
C 4.686 -2.865 0.350
C 4.892 -4.376 0.350
C 5.991 -2.127 0.052
C 5.753 -0.620 0.005
N 2.437 1.885 1.251
C 3.224 1.826 2.449
C -4.392 -1.272 -0.626
H -2.421 -2.853 -1.561
H -2.969 -4.341 -0.773
H -3.850 -3.690 -2.155
H -4.572 -4.219 1.014
H -6.002 -2.858 2.487
H -6.399 -0.470 1.965
H -5.360 0.903 -2.064
H -5.452 2.437 -1.174
H -3.533 1.535 0.743
H -2.038 1.482 2.372
H 0.281 1.576 3.173
H -0.783 1.922 -1.706
H 4.956 2.028 0.484
H 4.500 3.094 -0.854
H 5.723 1.303 -1.827
H 4.015 1.114 -2.277
H 2.774 -0.623 -1.466
H 3.107 -0.597 0.277
H 2.682 -2.905 -0.470
H 3.972 -2.775 -1.677
H 4.331 -2.560 1.342
H 5.629 -4.663 1.097
H 5.243 -4.710 -0.624
H 3.958 -4.889 0.572
H 6.741 -2.358 0.812
H 6.372 -2.452 -0.918
H 6.684 -0.104 -0.244
H 5.432 -0.281 1.010
H 2.557 1.777 3.308
H 3.853 2.713 2.545
H 3.862 0.937 2.454
H -3.923 -0.844 -1.499
*
```

How is the electron density shared among the atoms? According to Mulliken, the charges in e are:
1 C -1.50
2 C 0.37
3 C -0.69
4 C -0.45
5 C -0.83
6 C 0.64
7 O -0.56
8 C -0.64
9 C 0.53
10 O -0.65
11 N -0.06
12 C 0.92
13 C -0.77
14 C -1.64
15 C 0.79
16 C 0.59
17 C -0.47
18 N -0.70
19 C 0.19
20 C -0.64
21 C -1.29
22 N 0.10
23 C -0.29
24 C -1.19
25 C 0.70
26 C -1.73
27 C -1.12
28 C -0.27
29 N 0.19
30 C -0.96
31 C 0.01
32 H 0.34
33 H 0.39
34 H 0.32
35 H 0.37
36 H 0.38
37 H 0.45
38 H 0.42
39 H 0.35
40 H 0.15
41 H 0.37
42 H 0.30
43 H 0.61
44 H 0.36
45 H 0.36
46 H 0.51
47 H 0.52
48 H 0.47
49 H 0.10
50 H 0.41
51 H 0.38
52 H 0.17
53 H 0.42
54 H 0.34
55 H 0.42
56 H 0.40
57 H 0.34
58 H 0.46
59 H -0.01
60 H 0.34
61 H 0.33
62 H 0.21
63 H 0.47



Q:
ORCA calculation (ωB97M-V/def2-TZVPD) on the molecule C25H32N4O2.

Results
Frontier orbital gap, eV: 8.52
E_LUMO, eV: 0.68
Structure (SMILES): Cc1ccc(OCC(=O)Nc2ccc3c(c2)nc(CCN2CCC(C)CC2)n3C)cc1

The geometry in ORCA input format:
```
! wB97M-V def2-TZVPD RIJCOSX def2/J DEFGRID3
* xyz 0 1
C 5.798 4.254 -1.717
C 5.722 3.028 -0.857
C 5.673 1.758 -1.409
C 5.601 0.625 -0.615
C 5.581 0.756 0.766
O 5.501 -0.291 1.654
C 5.598 -1.600 1.147
C 4.366 -2.070 0.355
O 4.451 -2.968 -0.456
N 3.251 -1.394 0.703
C 1.942 -1.501 0.209
C 1.590 -2.487 -0.722
C 0.300 -2.591 -1.200
C -0.635 -1.686 -0.727
C -0.290 -0.688 0.214
C 1.010 -0.592 0.688
N -1.400 0.060 0.505
C -2.368 -0.439 -0.211
C -3.762 0.062 -0.157
C -4.629 -0.859 0.743
N -5.997 -0.491 0.965
C -6.918 -0.576 -0.145
C -7.098 0.730 -0.932
C -7.495 1.863 0.014
C -7.658 3.181 -0.737
C -6.437 1.976 1.112
C -6.274 0.632 1.833
N -1.973 -1.501 -0.984
C -2.754 -2.301 -1.883
C 5.624 2.028 1.334
C 5.694 3.144 0.529
H 4.934 4.894 -1.543
H 5.826 3.988 -2.771
H 6.692 4.829 -1.480
H 5.689 1.640 -2.483
H 5.553 -0.344 -1.086
H 6.489 -1.732 0.522
H 5.698 -2.246 2.026
H 3.380 -0.667 1.398
H 2.348 -3.170 -1.064
H 0.040 -3.357 -1.914
H 1.278 0.169 1.404
H -3.730 1.062 0.272
H -4.189 0.113 -1.160
H -4.632 -1.866 0.312
H -4.141 -0.918 1.721
H -6.591 -1.379 -0.810
H -7.895 -0.859 0.268
H -7.869 0.585 -1.692
H -6.171 1.001 -1.442
H -8.453 1.604 0.481
H -6.721 3.467 -1.212
H -8.419 3.090 -1.509
H -7.952 3.975 -0.055
H -6.729 2.736 1.839
H -5.489 2.286 0.668
H -5.480 0.698 2.579
H -7.214 0.409 2.356
H -3.009 -3.263 -1.427
H -3.673 -1.781 -2.147
H -2.182 -2.490 -2.793
H 5.605 2.114 2.409
H 5.728 4.125 0.982
*
```

How is the electron density shared among the atoms? According to Mulliken, the charges in e are:
1 C -1.42
2 C 0.76
3 C -0.97
4 C -0.15
5 C 0.73
6 O -0.57
7 C -0.65
8 C 0.57
9 O -0.67
10 N -0.07
11 C 1.00
12 C -0.38
13 C -1.33
14 C 0.50
15 C 0.32
16 C -0.89
17 N -0.87
18 C 0.03
19 C 0.27
20 C -0.89
21 N 0.19
22 C -1.08
23 C -0.41
24 C 0.38
25 C -1.68
26 C -0.42
27 C -1.04
28 N 0.12
29 C -1.14
30 C -0.72
31 C -0.43
32 H 0.32
33 H 0.34
34 H 0.34
35 H 0.28
36 H 0.40
37 H 0.43
38 H 0.34
39 H 0.14
40 H 0.57
41 H 0.37
42 H 0.40
43 H 0.14
44 H 0.11
45 H 0.31
46 H 0.29
47 H 0.41
48 H 0.43
49 H 0.42
50 H 0.12
51 H 0.24
52 H 0.34
53 H 0.41
54 H 0.42
55 H 0.41
56 H 0.13
57 H 0.43
58 H 0.45
59 H 0.31
60 H 0.37
61 H 0.40
62 H 0.41
63 H 0.38



Most stable = P



P:
ORCA calculation (ωB97M-V/def2-TZVPD) on a cluster of 2 separate species, C3H10N2 in total.

Results
Frontier orbital gap (alpha / beta), eV: 10.12 / 6.40
E_LUMO (alpha / beta), eV: -3.59 / -7.28

The geometry in ORCA input format:
```
! wB97M-V def2-TZVPD RIJCOSX def2/J DEFGRID3
* xyz 1 2
C 1.949 -0.365 -1.193
N 0.795 -1.134 -0.805
H 1.931 0.692 -0.846
H 2.131 -0.185 -2.261
H 2.877 -0.767 -0.796
H 0.038 -1.082 -1.490
H 0.976 -2.134 -0.868
C -2.447 0.199 0.757
C -1.419 0.687 1.518
N -0.215 0.873 1.001
H -2.308 -0.082 -0.279
H -3.447 0.193 1.155
H -1.624 1.117 2.490
H 0.576 1.228 1.544
H 0.187 0.762 0.073
*
```

How is the electron density shared among the atoms? According to Mulliken, the charges in e are:
1 C -0.66
2 N -0.57
3 H 0.17
4 H 0.28
5 H 0.32
6 H 0.21
7 H 0.27
8 C -0.71
9 C 0.44
10 N -0.12
11 H 0.27
12 H 0.29
13 H 0.34
14 H 0.29
15 H 0.18



Q:
ORCA calculation (ωB97M-V/def2-TZVPD) on the ion C3H10N2 with charge +1.

Results
Frontier orbital gap (alpha / beta), eV: 11.91 / 4.72
E_LUMO (alpha / beta), eV: -3.00 / -8.52

The geometry in ORCA input format:
```
! wB97M-V def2-TZVPD RIJCOSX def2/J DEFGRID3
* xyz 1 2
C 0.316 -0.887 1.174
C 0.543 -0.597 -0.305
C -0.370 0.544 -0.756
N -0.623 0.564 -2.145
N -0.264 0.209 1.865
H -0.366 -1.728 1.263
H 1.254 -1.184 1.670
H 1.554 -0.214 -0.451
H 0.368 -1.524 -0.842
H 0.086 1.489 -0.439
H -1.321 0.405 -0.184
H -0.008 0.013 -2.731
H -0.824 1.485 -2.507
H -0.199 0.275 2.875
H -0.146 1.150 1.512
*
```

How is the electron density shared among the atoms? According to Mulliken, the charges in e are:
1 C -0.49
2 C -0.45
3 C -0.51
4 N -0.40
5 N -0.26
6 H 0.32
7 H 0.34
8 H 0.33
9 H 0.39
10 H 0.33
11 H 0.33
12 H 0.25
13 H 0.28
14 H 0.29
15 H 0.22



Most stable = P